(1)
{
  "formula": "C36H33Cl64N3OS",
  "method": "ωB97M-V/def2-TZVPD",
  "energy_ev": -856645.2094,
  "gap_ev": 7.55,
  "homo_energy_ev": -8.54,
  "max_force_ha_per_bohr": 0.076,
  "lumo_energy_ev": -0.99,
  "elements": ["C", "O", "C", "C", "C", "C", "C", "C", "C", "C", "C", "C", "C", "C", "N", "S", "N", "C", "C", "C", "C", "C", "C", "C", "N", "H", "H", "H", "H", "H", "H", "H", "H", "H", "H", "H", "H", "H", "H", "H", "H", "H", "H", "H", "H", "H", "H", "H", "H", "H", "H", "H", "H", "H", "H", "H", "H", "H", "C", "Cl", "Cl", "Cl", "Cl", "C", "Cl", "Cl", "Cl", "Cl", "C", "Cl", "Cl", "Cl", "Cl", "C", "Cl", "Cl", "Cl", "Cl", "C", "Cl", "Cl", "Cl", "Cl", "C", "Cl", "Cl", "Cl", "Cl", "C", "Cl", "Cl", "Cl", "Cl", "C", "Cl", "Cl", "Cl", "Cl", "C", "Cl", "Cl", "Cl", "Cl", "C", "Cl", "Cl", "Cl", "Cl", "C", "Cl", "Cl", "Cl", "Cl", "C", "Cl", "Cl", "Cl", "Cl", "C", "Cl", "Cl", "Cl", "Cl", "C", "Cl", "Cl", "Cl", "Cl", "C", "Cl", "Cl", "Cl", "Cl", "C", "Cl", "Cl", "Cl", "Cl"],
  "xyz": [[2.72, -0.41, 4.15], [3.63, 0.00, 3.12], [3.21, -0.50, 1.84], [3.71, 0.36, 0.60], [3.60, 1.95, 0.87], [2.03, 2.32, 0.70], [1.58, 3.48, 1.72], [1.34, 4.82, 0.91], [0.20, 5.75, 1.50], [-1.16, 5.00, 1.88], [-2.40, 5.70, 1.11], [-2.80, 4.74, -0.09], [-1.89, 4.74, -1.26], [-2.14, 3.87, -2.46], [-1.34, 3.79, -3.58], [-2.15, 2.67, -4.53], [-3.48, 2.28, -3.56], [-3.43, 3.00, -2.36], [-4.35, 2.99, -1.18], [-4.06, 3.87, 0.00], [-5.04, 3.80, 1.21], [-5.14, 2.31, 1.81], [-6.32, 1.54, 1.08], [-5.84, 0.10, 0.53], [-6.57, -0.33, -0.69], [3.33, -0.87, 4.99], [1.98, -1.20, 3.81], [2.14, 0.50, 4.51], [3.58, -1.57, 1.76], [2.08, -0.57, 1.77], [3.08, 0.04, -0.29], [4.78, 0.09, 0.32], [3.94, 2.22, 1.91], [4.23, 2.43, 0.06], [1.93, 2.64, -0.38], [1.39, 1.40, 0.81], [0.67, 3.09, 2.25], [2.39, 3.58, 2.50], [1.13, 4.67, -0.19], [2.31, 5.40, 0.97], [-0.07, 6.48, 0.67], [0.53, 6.39, 2.36], [-1.17, 3.91, 1.61], [-1.35, 5.05, 2.99], [-2.13, 6.73, 0.74], [-3.23, 5.81, 1.85], [-0.97, 5.39, -1.25], [-5.26, 2.34, -1.19], [-4.75, 4.45, 2.08], [-6.06, 4.11, 0.84], [-5.35, 2.33, 2.92], [-4.18, 1.79, 1.59], [-6.76, 2.09, 0.21], [-7.17, 1.31, 1.81], [-5.92, -0.71, 1.31], [-4.76, 0.23, 0.24], [-7.54, -0.58, -0.50], [-6.51, 0.38, -1.42], [-2.89, -8.26, 5.76], [-1.85, -6.90, 6.20], [-4.46, -8.11, 6.59], [-3.14, -8.27, 4.01], [-2.11, -9.78, 6.25], [-2.32, -10.15, 0.69], [-3.33, -11.27, -0.25], [-3.25, -8.73, 1.14], [-1.78, -10.95, 2.18], [-0.91, -9.69, -0.27], [2.96, -1.70, -4.24], [2.40, -2.93, -3.09], [2.11, -1.89, -5.78], [2.63, -0.09, -3.58], [4.71, -1.89, -4.50], [-2.47, -1.68, -3.80], [-0.73, -1.85, -3.48], [-2.73, -0.26, -4.86], [-3.03, -3.11, -4.69], [-3.36, -1.55, -2.28], [1.69, -7.97, -3.06], [1.72, -6.18, -3.02], [0.39, -8.48, -4.15], [3.25, -8.50, -3.71], [1.49, -8.77, -1.49], [-1.51, 6.35, -6.95], [-3.03, 6.27, -7.85], [-0.55, 7.73, -7.52], [-1.85, 6.54, -5.22], [-0.59, 4.85, -7.22], [-5.67, -13.72, 1.90], [-6.76, -13.60, 0.51], [-4.17, -14.52, 1.41], [-5.31, -12.10, 2.52], [-6.46, -14.68, 3.18], [2.40, 2.47, -8.27], [1.64, 1.71, -9.68], [3.77, 1.48, -7.72], [2.97, 4.09, -8.70], [1.20, 2.60, -6.96], [-7.00, -7.69, 9.94], [-5.96, -6.32, 10.37], [-8.56, -7.53, 10.77], [-7.27, -7.70, 8.19], [-6.22, -9.20, 10.43], [5.25, -8.79, -7.43], [4.38, -10.09, -8.27], [4.26, -7.32, -7.42], [5.59, -9.29, -5.76], [6.78, -8.46, -8.27], [0.68, 1.24, 7.86], [-0.83, 1.03, 6.96], [1.61, 2.56, 7.14], [0.31, 1.63, 9.55], [1.63, -0.25, 7.80], [5.72, 5.40, -0.26], [4.22, 5.16, -1.16], [6.65, 6.73, -0.98], [5.34, 5.79, 1.43], [6.69, 3.91, -0.32], [2.88, 9.44, 2.75], [3.23, 11.08, 2.19], [4.12, 8.93, 3.90], [1.29, 9.41, 3.53], [2.87, 8.33, 1.36], [-1.68, -3.25, -8.84], [-1.80, -2.25, -7.39], [-3.08, -4.34, -8.93], [-1.66, -2.20, -10.28], [-0.19, -4.20, -8.78], [10.30, 6.32, 0.39], [10.64, 7.96, -0.18], [11.54, 5.82, 1.55], [8.71, 6.28, 1.18], [10.29, 5.20, -0.99], [5.60, 2.59, 4.59], [6.21, 2.70, 2.94], [3.84, 2.86, 4.58], [5.95, 0.98, 5.25], [6.37, 3.82, 5.60]],
  "lowdin_charge": [-0.144, -0.276, -0.232, -0.162, -0.204, -0.171, -0.179, -0.220, -0.208, -0.180, -0.152, -0.118, 0.040, -0.334, -0.253, 0.852, -0.292, -0.251, 0.052, -0.106, -0.157, -0.181, -0.204, -0.289, -0.030, 0.080, 0.094, 0.061, 0.129, 0.113, 0.097, 0.109, 0.015, 0.058, 0.100, 0.102, 0.095, 0.053, 0.096, 0.042, 0.092, 0.088, 0.100, 0.109, 0.110, 0.089, 0.105, 0.085, 0.098, 0.119, 0.108, 0.105, 0.088, 0.108, 0.117, 0.088, 0.065, 0.055, -2.026, 0.527, 0.489, 0.467, 0.519, -2.009, 0.513, 0.501, 0.503, 0.482, -2.028, 0.476, 0.507, 0.515, 0.528, -1.979, 0.493, 0.488, 0.494, 0.541, -1.986, 0.498, 0.530, 0.482, 0.483, -2.017, 0.518, 0.519, 0.526, 0.456, -2.037, 0.517, 0.508, 0.497, 0.520, -2.021, 0.525, 0.518, 0.525, 0.468, -2.037, 0.517, 0.519, 0.491, 0.519, -2.034, 0.520, 0.514, 0.490, 0.520, -2.041, 0.513, 0.503, 0.522, 0.525, -1.994, 0.565, 0.503, 0.494, 0.514, -2.031, 0.524, 0.517, 0.519, 0.519, -2.026, 0.474, 0.521, 0.518, 0.514, -2.019, 0.522, 0.524, 0.476, 0.515, -1.984, 0.544, 0.561, 0.559, 0.529]
}

(2)
{
  "formula": "C36H33N3O7PS5Yb",
  "method": "ωB97M-V/def2-TZVPD",
  "de_lowest_kj_mol": 47.68,
  "energy_ev": -151675.7275,
  "multiplicity": 2,
  "gap_ev": [6.37, 6.38],
  "s2": 0.75,
  "homo_energy_ev": [-2.27, -2.28],
  "total_charge": -2,
  "max_force_ha_per_bohr": 0.020,
  "lumo_energy_ev": [4.10, 4.10],
  "elements": ["Yb", "S", "S", "S", "S", "O", "C", "O", "C", "P", "C", "C", "C", "C", "C", "C", "C", "C", "C", "C", "C", "C", "H", "H", "H", "H", "H", "H", "H", "H", "H", "H", "H", "H", "C", "C", "C", "C", "C", "C", "O", "N", "C", "O", "N", "C", "O", "H", "H", "H", "H", "H", "H", "H", "H", "H", "H", "H", "N", "C", "C", "C", "C", "C", "C", "C", "H", "H", "H", "H", "H", "O", "C", "O", "C", "C", "C", "C", "S", "C", "C", "H", "H", "H", "H", "H"],
  "xyz": [[-0.76, 1.63, 0.38], [-2.83, 3.12, -0.68], [-4.05, 2.12, 0.60], [-4.69, 0.28, -0.15], [-3.38, -1.23, 0.25], [-0.17, 3.53, 4.08], [-0.93, 2.93, 3.33], [-0.97, 2.96, 2.05], [-2.02, 2.00, 3.92], [-2.08, 0.54, 2.81], [-3.55, -0.29, 3.56], [-4.78, 0.36, 3.47], [-5.91, -0.17, 4.08], [-5.83, -1.35, 4.79], [-4.61, -2.01, 4.88], [-3.48, -1.49, 4.27], [-0.75, -0.54, 3.48], [0.08, -0.19, 4.54], [1.15, -1.01, 4.90], [1.41, -2.18, 4.20], [0.59, -2.53, 3.14], [-0.48, -1.73, 2.78], [-2.97, 2.52, 3.78], [-1.90, 1.77, 4.97], [-4.86, 1.28, 2.90], [-6.85, 0.36, 4.00], [-6.71, -1.76, 5.28], [-4.54, -2.95, 5.42], [-2.54, -2.02, 4.34], [-0.07, 0.74, 5.07], [1.78, -0.71, 5.73], [2.25, -2.80, 4.48], [0.79, -3.44, 2.58], [-1.11, -2.00, 1.95], [2.77, -3.43, -0.30], [3.64, -2.48, -1.12], [3.39, -1.00, -0.76], [4.28, -0.10, -1.65], [4.21, 1.39, -1.30], [3.80, -0.79, 0.68], [4.87, -1.16, 1.13], [2.90, -0.11, 1.44], [1.64, 0.32, 1.02], [0.96, 0.97, 1.83], [1.18, 0.04, -0.19], [1.93, -0.65, -1.09], [1.50, -0.97, -2.19], [2.92, -4.46, -0.62], [1.71, -3.18, -0.44], [3.01, -3.36, 0.76], [3.42, -2.60, -2.18], [4.69, -2.70, -0.96], [3.95, -0.25, -2.68], [5.31, -0.45, -1.57], [3.17, 1.74, -1.30], [4.76, 1.98, -2.03], [4.63, 1.59, -0.32], [3.13, 0.11, 2.40], [-1.44, 0.28, -1.34], [-2.06, -0.73, -1.47], [-2.27, -1.79, -2.47], [-1.16, -2.13, -3.25], [-1.28, -3.10, -4.24], [-2.50, -3.71, -4.48], [-3.60, -3.36, -3.71], [-3.49, -2.41, -2.71], [-0.21, -1.65, -3.05], [-0.42, -3.36, -4.84], [-2.59, -4.47, -5.25], [-4.56, -3.84, -3.89], [-4.35, -2.14, -2.11], [2.45, 2.93, -6.94], [2.43, 4.07, -6.18], [2.78, 5.10, -6.70], [1.98, 3.93, -4.79], [1.34, 2.79, -4.28], [1.00, 2.69, -2.96], [1.30, 3.73, -2.05], [1.01, 3.59, -0.36], [1.89, 4.89, -2.58], [2.22, 4.99, -3.91], [2.20, 2.18, -6.39], [1.07, 1.96, -4.94], [0.49, 1.80, -2.59], [2.09, 5.71, -1.89], [2.68, 5.89, -4.31]],
  "lowdin_charge": [1.187, -0.120, -0.196, -0.044, 0.186, 0.023, -0.713, -0.306, -0.239, 0.975, -0.356, -0.130, -0.089, -0.113, -0.100, -0.083, -0.384, -0.076, -0.092, -0.108, -0.093, -0.119, 0.085, 0.083, 0.038, 0.098, 0.089, 0.093, 0.092, 0.098, 0.097, 0.094, 0.096, 0.077, -0.075, -0.184, -0.305, -0.162, -0.065, -0.431, 0.076, 0.238, -0.567, -0.082, 0.121, -0.437, 0.043, 0.069, 0.078, 0.070, 0.115, 0.113, 0.117, 0.116, 0.044, 0.077, 0.080, 0.165, -0.040, -0.502, -0.232, -0.021, -0.091, -0.117, -0.100, -0.069, 0.079, 0.095, 0.088, 0.093, 0.067, 0.082, -0.500, 0.072, -0.171, -0.036, -0.114, -0.716, 0.565, -0.122, -0.034, 0.075, 0.109, 0.074, 0.090, 0.111]
}